(1)
The following is a quantum chemistry calculation of C24H69FeN3O13S as an isolated structure, from OMol25.

Results
energy relative to the best compared isomer or geometry (same formula, charge and spin): 34.8 kcal/mol
E_HOMO (alpha / beta): -11.19 / -11.19 eV
maximum force: 8.5 eV/Å
molecular weight: 695.74 g/mol

ORCA input file:
```
! wB97M-V def2-TZVPD RIJCOSX def2/J DEFGRID3
* xyz 1 6
Fe -12.243 16.021 6.692
S -10.387 14.530 5.486
O -10.875 13.601 4.532
O -8.967 14.559 5.717
O -10.940 15.877 5.368
O -11.197 14.442 6.713
C -11.511 19.129 4.691
C -11.944 19.130 6.145
C -12.747 20.323 6.583
O -13.272 20.171 7.884
C -13.875 21.363 8.270
N -12.797 17.959 6.349
H -10.884 20.000 4.500
H -12.296 19.296 3.954
H -10.965 18.231 4.403
H -11.048 19.252 6.754
H -13.544 20.559 5.878
H -12.047 21.158 6.554
H -14.762 21.628 7.695
H -13.217 22.231 8.299
H -14.224 21.143 9.279
H -13.268 18.468 7.083
H -13.460 18.090 5.598
C -11.812 14.894 10.041
C -12.304 16.306 9.614
C -11.148 17.233 9.194
O -10.748 16.877 7.848
C -9.455 17.355 7.622
N -13.189 15.992 8.451
H -11.366 14.209 9.319
H -12.571 14.221 10.440
H -11.104 14.881 10.869
H -12.821 16.812 10.429
H -10.308 17.252 9.889
H -11.417 18.283 9.315
H -9.315 17.467 6.547
H -8.699 16.739 8.109
H -9.314 18.312 8.125
H -13.787 15.272 8.830
H -13.863 16.735 8.570
C -15.992 15.031 4.811
C -14.889 14.915 5.879
C -14.605 13.475 6.345
O -13.623 13.608 7.344
C -13.218 12.327 7.826
N -13.692 15.447 5.346
H -16.970 14.799 5.232
H -15.822 14.384 3.950
H -16.096 16.012 4.347
H -15.373 15.476 6.679
H -14.207 12.873 5.528
H -15.510 12.987 6.708
H -12.493 12.442 8.632
H -12.718 11.773 7.031
H -14.060 11.696 8.109
H -13.397 14.684 4.755
H -13.867 16.154 4.646
C -14.789 12.930 1.641
C -13.307 12.993 1.985
O -13.035 13.832 3.132
H -15.331 12.172 2.206
H -14.927 12.627 0.603
H -15.210 13.935 1.622
H -12.678 13.256 1.134
H -13.047 11.961 2.222
H -12.247 13.581 3.620
C -10.465 10.066 5.432
C -10.074 10.217 3.960
O -10.966 11.134 3.434
H -11.445 9.589 5.453
H -10.639 10.981 5.999
H -9.767 9.377 5.908
H -10.106 9.288 3.391
H -9.048 10.585 3.965
H -10.878 12.012 3.812
C -9.133 12.073 9.998
C -8.966 12.467 8.510
O -8.669 13.855 8.347
H -8.096 12.120 10.331
H -9.578 11.097 10.194
H -9.759 12.818 10.489
H -9.910 12.262 8.005
H -8.264 11.824 7.978
H -8.647 13.994 7.398
C -9.374 15.385 1.255
C -9.078 16.742 1.964
O -7.720 16.828 2.251
H -8.767 15.297 0.354
H -10.449 15.366 1.079
H -9.164 14.526 1.892
H -9.609 16.851 2.910
H -9.326 17.592 1.328
H -7.526 16.381 3.078
C -5.557 17.357 6.432
C -6.050 15.937 6.025
O -7.136 16.044 5.083
H -4.975 17.281 7.350
H -6.411 18.013 6.598
H -4.958 17.725 5.599
H -6.379 15.348 6.881
H -5.228 15.366 5.593
H -7.869 15.489 5.358
C -5.662 11.878 3.318
C -6.687 12.937 3.773
O -7.272 12.569 5.109
H -6.186 10.931 3.196
H -4.919 11.836 4.115
H -5.141 12.198 2.416
H -7.509 13.140 3.086
H -6.205 13.908 3.894
H -7.984 13.174 5.329
*
```

=====

(2)
The following is a quantum chemistry calculation of C24H70AsIO9P as an isolated structure, from OMol25.

Results
E_HOMO: -3.49 eV
maximum force: 2.4 eV/Å
molecular weight: 735.62 g/mol

ORCA input file:
```
! wB97M-V def2-TZVPD RIJCOSX def2/J DEFGRID3
* xyz -1 1
O -2.694 3.429 -0.272
P -2.376 1.847 -0.775
As -0.148 1.426 -0.145
I -2.266 1.751 -3.270
H -1.916 3.698 0.244
H -0.114 2.666 0.855
H -0.708 0.548 1.027
H -0.181 0.202 -1.162
H 0.332 2.426 -1.292
H 1.336 1.027 0.215
C -2.293 -3.189 -4.806
C -1.040 -2.878 -4.003
C -1.317 -2.894 -2.507
O -0.519 -1.609 -4.381
H -3.065 -2.439 -4.617
H -2.078 -3.168 -5.876
H -2.694 -4.172 -4.550
H -0.265 -3.611 -4.240
H -2.057 -2.134 -2.243
H -0.409 -2.662 -1.947
H -1.689 -3.869 -2.185
H -1.188 -0.949 -4.175
C 3.347 -0.872 -4.210
C 2.896 0.487 -4.727
C 2.581 1.438 -3.584
O 1.752 0.329 -5.560
H 2.556 -1.335 -3.617
H 3.565 -1.545 -5.042
H 4.241 -0.782 -3.589
H 3.679 0.917 -5.357
H 1.767 1.046 -2.970
H 2.252 2.404 -3.967
H 3.452 1.593 -2.943
H 1.049 -0.056 -5.023
C -1.150 -0.320 6.000
C -0.458 -0.049 4.672
C 0.466 1.155 4.756
O -1.423 0.164 3.650
H -1.765 0.535 6.294
H -1.813 -1.183 5.918
H -0.424 -0.511 6.794
H 0.115 -0.929 4.374
H -0.097 2.058 5.006
H 0.945 1.331 3.792
H 1.240 1.013 5.513
H -1.940 0.939 3.882
C 3.304 4.847 6.320
C 1.815 4.630 6.100
C 1.028 5.915 6.307
O 1.333 3.614 6.979
H 3.498 5.175 7.345
H 3.852 3.916 6.169
H 3.700 5.599 5.635
H 1.647 4.260 5.088
H 1.147 6.278 7.332
H -0.036 5.741 6.147
H 1.360 6.697 5.622
H 1.469 3.913 7.881
C 2.274 -5.319 -2.747
C 1.177 -5.986 -1.930
C 1.707 -6.504 -0.603
O 0.596 -7.058 -2.678
H 3.068 -6.035 -2.981
H 1.878 -4.955 -3.696
H 2.713 -4.478 -2.209
H 0.377 -5.267 -1.747
H 2.482 -7.259 -0.762
H 0.910 -6.979 -0.031
H 2.130 -5.698 -0.003
H 1.288 -7.699 -2.850
C 4.633 -8.582 3.482
C 4.079 -7.268 2.951
C 3.731 -6.312 4.081
O 2.927 -7.513 2.146
H 3.891 -9.087 4.107
H 4.875 -9.256 2.660
H 5.534 -8.421 4.077
H 4.815 -6.803 2.294
H 2.960 -6.743 4.726
H 3.334 -5.378 3.684
H 4.607 -6.087 4.693
H 2.261 -7.923 2.702
C -3.269 7.307 1.047
C -2.181 6.674 1.901
C -1.069 7.666 2.213
O -1.647 5.535 1.238
H -2.861 7.637 0.088
H -4.053 6.581 0.830
H -3.716 8.168 1.549
H -2.615 6.309 2.833
H -0.590 8.008 1.291
H -0.296 7.194 2.821
H -1.453 8.537 2.748
H -1.258 5.827 0.408
C -4.607 2.757 -6.626
C -5.682 1.690 -6.755
C -6.721 1.815 -5.651
O -5.086 0.394 -6.721
H -4.086 2.645 -5.674
H -3.865 2.654 -7.419
H -5.034 3.761 -6.675
H -6.171 1.776 -7.727
H -6.255 1.686 -4.670
H -7.483 1.040 -5.752
H -7.210 2.791 -5.675
H -4.644 0.299 -5.872
*
```

=====

(3)
The following is a quantum chemistry calculation of a 9-piece molecular cluster, C24H70BF4N6O8 overall, from OMol25.

Results
energy relative to the best compared isomer or geometry (same formula, charge and spin): 0.0 kcal/mol
E_HOMO (alpha / beta): -8.45 / -8.45 eV
maximum force: 3.5 eV/Å
molecular weight: 657.66 g/mol

ORCA input file:
```
! wB97M-V def2-TZVPD RIJCOSX def2/J DEFGRID3
* xyz 0 2
B 0.043 -1.010 -0.681
F 0.024 0.340 -0.716
F 0.800 -1.536 -1.740
F 0.390 -1.528 0.580
F -1.312 -1.348 -0.892
C 0.216 0.166 -5.232
C -0.798 0.639 -4.241
C -1.873 1.482 -4.956
O -1.395 2.756 -5.326
C -1.329 3.770 -4.323
N -1.267 -0.552 -3.606
H 0.838 -0.644 -4.850
H 0.938 0.965 -5.399
H -0.117 -0.122 -6.229
H -0.420 1.302 -3.463
H -2.701 1.632 -4.263
H -2.219 0.942 -5.838
H -0.872 3.551 -3.358
H -2.376 4.003 -4.131
H -0.780 4.557 -4.840
H -0.415 -0.918 -3.206
H -1.912 -0.268 -2.883
C -3.762 1.905 -0.822
C -3.132 1.987 0.605
C -3.877 2.921 1.590
O -3.608 4.258 1.156
C -4.011 5.323 2.015
N -3.098 0.648 1.095
H -4.847 1.974 -0.746
H -3.376 0.994 -1.280
H -3.500 2.813 -1.365
H -2.135 2.415 0.502
H -3.609 2.902 2.646
H -4.959 2.801 1.635
H -3.786 5.203 3.075
H -5.098 5.328 1.932
H -3.604 6.294 1.732
H -2.384 0.130 0.603
H -3.931 0.092 0.967
C 4.236 -0.954 -2.464
C 3.831 0.420 -1.870
C 2.815 1.139 -2.798
O 3.266 1.133 -4.135
C 4.332 1.982 -4.406
N 3.317 0.320 -0.519
H 4.968 -1.472 -1.844
H 4.727 -0.725 -3.410
H 3.380 -1.602 -2.653
H 4.717 1.047 -1.762
H 2.448 2.110 -2.467
H 1.889 0.577 -2.675
H 5.174 1.529 -3.883
H 4.112 3.025 -4.176
H 4.820 1.985 -5.380
H 2.554 -0.336 -0.432
H 2.841 1.211 -0.529
C 3.178 -3.386 0.425
C 2.444 -4.086 1.467
C 2.686 -3.400 2.861
O 4.000 -3.654 3.262
C 4.333 -3.134 4.527
N 1.065 -4.108 0.994
H 4.239 -3.392 0.674
H 2.796 -2.384 0.233
H 3.298 -3.928 -0.513
H 2.782 -5.117 1.566
H 1.996 -3.882 3.554
H 2.457 -2.335 2.877
H 5.185 -3.605 5.015
H 3.497 -3.219 5.222
H 4.702 -2.118 4.386
H 0.652 -3.194 0.873
H 1.149 -4.555 0.093
C -3.105 -6.904 2.257
C -2.996 -5.749 1.250
C -3.110 -4.327 1.923
O -2.020 -4.086 2.703
C -1.747 -2.689 2.855
N -1.778 -5.925 0.544
H -4.094 -6.813 2.706
H -2.317 -6.805 3.004
H -3.241 -7.867 1.766
H -3.870 -5.804 0.600
H -4.023 -4.194 2.503
H -3.138 -3.632 1.085
H -2.644 -2.112 3.077
H -1.405 -2.288 1.901
H -0.926 -2.542 3.557
H -1.072 -5.448 1.087
H -1.857 -5.224 -0.179
C 1.727 5.868 2.861
C 0.813 4.654 2.484
C 0.775 3.639 3.682
O 0.173 2.357 3.444
C 0.764 1.488 2.558
N -0.527 5.166 2.235
H 1.948 6.396 1.932
H 2.652 5.575 3.358
H 1.229 6.680 3.391
H 1.194 4.119 1.615
H 0.333 4.192 4.510
H 1.779 3.462 4.066
H 0.241 0.533 2.513
H 1.842 1.413 2.700
H 0.570 1.914 1.574
H -1.044 4.376 1.877
H -1.000 5.458 3.078
O -1.545 -4.015 -1.628
H -1.648 -4.154 -2.570
H -1.229 -3.115 -1.551
O 0.173 2.937 -1.089
H -0.552 3.390 -0.658
H 0.036 2.013 -0.881
*
```

=====

(4)
The following is a quantum chemistry calculation of a 11-piece molecular cluster, C24H70O11 overall, from OMol25.

Results
energy relative to the best compared isomer or geometry (same formula, charge and spin): 61.6 kcal/mol
E_HOMO: -9.71 eV
maximum force: 3.9 eV/Å
SMILES: CC(C)O.CC(C)O.CC(C)O.CC(C)O.CC(C)O.CC(C)O.CC(C)O.CC(C)O.O.O.O
molecular weight: 534.81 g/mol

ORCA input file:
```
! wB97M-V def2-TZVPD RIJCOSX def2/J DEFGRID3
* xyz 0 1
C 1.063 -4.093 0.581
C -0.328 -3.485 0.661
C -1.078 -4.006 1.857
O -0.347 -2.099 0.933
H 0.945 -5.168 0.440
H 1.621 -3.946 1.505
H 1.708 -3.588 -0.139
H -0.824 -3.784 -0.263
H -1.365 -5.051 1.742
H -1.937 -3.362 2.043
H -0.483 -3.915 2.766
H 0.144 -1.953 1.744
C -4.534 1.578 -0.800
C -5.127 2.841 -1.391
C -4.714 3.041 -2.845
O -6.502 2.582 -1.265
H -4.833 0.638 -1.263
H -4.546 1.522 0.288
H -3.446 1.606 -0.865
H -4.816 3.736 -0.852
H -4.591 2.045 -3.271
H -3.776 3.585 -2.736
H -5.369 3.693 -3.423
H -6.726 1.750 -1.687
C 2.029 3.422 5.501
C 1.345 4.356 4.614
C 2.135 5.736 4.497
O 1.132 3.904 3.283
H 1.947 3.637 6.567
H 3.095 3.343 5.292
H 1.611 2.416 5.551
H 0.441 4.790 5.042
H 1.515 6.603 4.268
H 2.995 5.578 3.847
H 2.579 5.913 5.477
H 1.904 3.474 2.907
C -0.499 0.859 3.373
C -1.517 -0.132 3.963
C -2.397 0.672 4.932
O -2.395 -0.667 2.915
H 0.236 1.137 4.129
H -0.994 1.817 3.217
H -0.036 0.559 2.433
H -1.006 -0.939 4.487
H -3.024 -0.038 5.472
H -3.054 1.376 4.422
H -1.818 1.334 5.577
H -1.823 -1.248 2.409
C -0.800 -1.525 -3.611
C 0.039 -0.252 -3.906
C 0.485 0.310 -2.517
O 1.206 -0.563 -4.720
H -1.000 -1.946 -4.597
H -1.747 -1.403 -3.086
H -0.237 -2.220 -2.988
H -0.614 0.423 -4.460
H 1.076 -0.457 -2.016
H -0.436 0.548 -1.985
H 1.050 1.231 -2.668
H 0.858 -0.628 -5.612
C 3.072 3.359 -2.642
C 4.591 3.564 -3.048
C 5.284 2.155 -2.885
O 4.767 3.912 -4.438
H 2.686 2.510 -3.207
H 2.364 4.180 -2.754
H 2.931 3.165 -1.579
H 5.058 4.233 -2.325
H 5.128 1.675 -1.920
H 6.351 2.264 -3.083
H 4.801 1.490 -3.602
H 4.234 3.276 -4.921
C -4.808 -2.739 -1.875
C -5.396 -2.610 -0.472
C -4.309 -2.099 0.519
O -6.428 -1.586 -0.429
H -4.168 -1.970 -2.307
H -5.564 -3.052 -2.595
H -4.134 -3.595 -1.878
H -5.774 -3.597 -0.207
H -3.788 -1.197 0.199
H -3.624 -2.941 0.414
H -4.526 -1.992 1.582
H -6.215 -1.267 0.451
C 3.932 -2.253 -1.706
C 4.118 -3.130 -2.909
C 2.874 -3.933 -3.349
O 4.683 -2.487 -3.958
H 3.981 -2.724 -0.724
H 3.051 -1.613 -1.761
H 4.725 -1.514 -1.598
H 4.871 -3.840 -2.567
H 2.559 -4.473 -2.456
H 3.042 -4.760 -4.038
H 2.042 -3.303 -3.665
H 3.973 -2.292 -4.574
O 1.751 0.030 0.603
H 2.074 0.220 -0.278
H 0.864 -0.303 0.466
O 2.971 0.149 3.198
H 3.094 0.047 2.254
H 3.805 -0.126 3.579
O 1.310 -2.190 3.264
H 1.893 -1.452 3.442
H 1.433 -2.778 4.009
*
```